No. 1
ORCA calculation (ωB97M-V/def2-TZVPD) on 9 unconnected molecules or ions with the total composition C44H50O16 at a distorted geometry.

CARTESIAN COORDINATES (ANGSTROEM)
C 0.9008 0.8499 -0.0911
O -0.2643 0.1564 0.5342
H 1.6697 0.2160 -0.1536
H 1.3157 1.5272 0.7827
H 0.8371 1.3882 -0.9831
H -0.1700 0.3081 1.4998
C 3.5202 1.8551 -3.1628
O 3.2411 1.2618 -4.4181
H 3.1591 1.3975 -2.2588
H 3.0320 2.8649 -3.2176
H 4.6172 1.9949 -2.8632
H 3.0840 1.9868 -4.8614
C 2.0377 1.2537 6.7163
C 1.8309 1.3199 5.3078
C 1.7207 0.1051 4.5229
C 1.9215 -1.0942 5.1793
C 2.3101 -1.1790 6.5265
C 2.2395 -0.0550 7.2882
O 2.3994 -0.0690 8.5659
O 1.5833 0.0537 3.2014
H 2.1099 2.0983 7.3990
H 1.8400 2.1759 4.8807
H 1.7306 -2.0249 4.6441
H 2.4132 -2.1727 7.0319
H 2.2758 0.6173 9.1598
H 1.8600 -0.6113 2.5229
C -1.8604 3.7450 1.1484
C -2.3636 2.4740 1.4032
C -2.0571 1.9879 2.5936
C -1.2222 2.5998 3.5835
C -0.7577 3.9108 3.3239
C -1.0421 4.4234 2.0173
O -0.5149 5.6847 1.6791
O -2.6314 0.7552 2.9459
H -2.1097 4.3390 0.1599
H -3.0476 2.1055 0.6539
H -1.0745 2.1476 4.4930
H -0.1032 4.4711 3.9403
H -0.6895 6.2495 0.9964
H -2.2034 0.3254 3.5897
C -3.6477 -0.6447 -2.2940
C -3.6117 -0.5888 -0.9006
C -4.7975 -0.5598 -0.1790
C -6.0383 -0.5827 -0.8636
C -6.1231 -0.7730 -2.3050
C -4.9070 -0.8691 -3.0564
O -4.9507 -1.1551 -4.3047
O -4.8497 -0.6568 1.2265
H -2.7492 -0.3455 -2.6569
H -2.7382 -0.5657 -0.2227
H -6.9336 -0.5459 -0.5488
H -7.0483 -0.6433 -2.8419
H -4.1402 -1.0691 -4.8906
H -4.0170 -0.4581 1.5398
C -1.2618 -3.2282 3.4903
C -2.0485 -3.6168 4.6255
C -3.4724 -3.7549 4.5092
C -4.0835 -3.4852 3.2181
C -3.1810 -3.3088 2.1370
C -1.8768 -3.0192 2.2523
O -1.1590 -2.5249 1.1350
O -4.3434 -4.1826 5.4567
H -0.3581 -2.8951 3.4133
H -1.6206 -3.7865 5.5457
H -5.1717 -3.6760 3.0672
H -3.5064 -3.2171 1.0297
H -0.1731 -2.7538 1.0431
H -4.0887 -4.2707 6.2454
C 0.4295 -2.4440 -4.5396
C -0.3137 -3.5610 -4.8604
C -1.0721 -4.2176 -3.8605
C -0.9815 -3.7666 -2.4897
C -0.2047 -2.5554 -2.1985
C 0.4482 -1.8443 -3.2414
O 1.1162 -0.6692 -2.8798
O -1.9232 -5.1040 -4.2881
H 0.8989 -1.9548 -5.2495
H -0.4346 -3.8396 -5.8045
H -1.5795 -4.1237 -1.6712
H -0.1835 -1.9849 -1.3620
H 1.7055 -0.0263 -3.2169
H -1.7509 -5.6117 -5.1573
C 6.9026 -0.5526 -0.7917
C 7.5743 0.1693 0.1376
C 6.8909 0.9681 1.1173
C 5.4759 0.9342 1.1755
C 4.7882 0.2287 0.2278
C 5.4235 -0.5504 -0.7589
O 4.8881 -1.5947 -1.4797
O 7.6050 1.7988 1.9479
H 7.4458 -0.9855 -1.5008
H 8.5992 0.1999 0.1517
H 4.9389 1.4026 2.1571
H 3.7054 0.0234 0.2259
H 5.2537 -2.1411 -2.0623
H 7.2609 2.6980 1.9641
C -1.7226 2.1357 -6.2296
C -0.4450 2.5026 -6.6293
C 0.4574 2.8060 -5.5943
C 0.1243 2.6291 -4.2299
C -1.1124 2.1602 -3.8266
C -2.1380 1.9999 -4.8272
O -3.4041 1.8701 -4.4847
O 1.7316 3.2215 -5.8491
H -2.3864 1.8922 -7.0329
H -0.4502 2.6679 -7.7035
H 0.7745 2.9858 -3.5202
H -1.2477 2.1873 -2.8264
H -3.5819 2.0158 -3.5419
H 1.8529 3.7641 -6.5490

Results
- E_HOMO: -0.2668 Ha
- SMILES string: Oc1ccc(O)cc1.Oc1ccc(O)cc1.Oc1ccc(O)cc1.Oc1ccc(O)cc1.Oc1ccc(O)cc1.Oc1ccc(O)cc1.Oc1ccc(O)cc1.CO.CO
- Charge: 0
- 2S+1: 1
- Energy above the lowest of the compared OMol25 structures with the same formula, charge and spin: 139.4 kJ/mol
- DFT total energy: -79184.4848 eV
- Gap between HOMO and LUMO: 7.59 eV

***

No. 2
ORCA calculation (ωB97M-V/def2-TZVPD) on a single C3H6N2O molecule.

CARTESIAN COORDINATES (ANGSTROEM)
C 1.8093 0.1079 0.4706
N 0.5747 0.8979 0.3796
C -0.4379 0.2571 -0.0406
N -0.3419 -1.1184 -0.3698
C -1.8110 0.8848 -0.2310
O -2.7204 0.2043 -0.6515
H 1.7064 -0.9388 0.1644
H 2.5580 0.5790 -0.1683
H 2.1532 0.1314 1.5057
H -0.6129 -1.2784 -1.3295
H -0.9063 -1.6794 0.2537
H -1.9711 1.9526 0.0167

Results
- E_HOMO: -0.3655 Ha
- SMILES string: C/N=C(\N)C=O
- Charge: 0
- 2S+1: 1
- Energy above the lowest of the compared OMol25 structures with the same formula, charge and spin: 182.7 kJ/mol
- DFT total energy: -8234.8052 eV
- Gap between HOMO and LUMO: 10.00 eV

***

No. 3
ORCA calculation (ωB97M-V/def2-TZVPD) on a molecular structure, C51H55AsClFIrNO5S2Sb at a distorted geometry.

CARTESIAN COORDINATES (ANGSTROEM)
Ir -0.3961 0.3447 0.5429
Cl 4.8602 4.2412 4.5625
C 3.4647 3.5699 3.7979
C 2.1973 4.0648 4.1307
C 1.0901 3.5113 3.5597
C 1.1610 2.4342 2.6259
O 0.0752 1.9720 2.1631
C 2.4715 1.9732 2.2798
C 2.7005 1.0026 1.2627
O 1.9172 0.2395 0.6992
C 3.5957 2.5652 2.8794
H 2.1098 4.8803 4.8337
H 0.1018 3.8866 3.7788
H 3.7568 0.9450 0.9476
H 4.5783 2.2113 2.6110
S -2.2607 -1.0608 -0.5163
C -3.4583 0.1586 -0.9170
C -4.2589 0.0026 -2.0467
C -5.2393 0.9329 -2.3384
C -5.4230 2.0432 -1.5298
C -4.6553 2.1855 -0.3858
C -3.6913 1.2435 -0.0580
As -2.6014 1.3346 1.5535
C -3.7202 0.2938 2.7850
C -4.6581 -0.6242 2.3233
C -5.3407 -1.4352 3.2135
C -5.0966 -1.3403 4.5730
C -4.1747 -0.4191 5.0463
C -3.4730 0.3750 4.1567
C -2.9549 3.1665 2.1015
C -2.2529 4.1496 1.4112
C -2.4972 5.4892 1.6577
C -3.4293 5.8577 2.6151
C -4.1211 4.8835 3.3174
C -3.8902 3.5413 3.0606
H -4.1165 -0.8562 -2.6882
H -5.8688 0.7919 -3.2049
H -6.1695 2.7819 -1.7818
H -4.8104 3.0351 0.2693
H -4.8622 -0.6987 1.2618
H -6.0560 -2.1549 2.8432
H -5.6279 -1.9766 5.2648
H -3.9953 -0.3382 6.1090
H -2.7241 1.0742 4.5206
H -1.5134 3.8624 0.6703
H -1.9598 6.2405 1.0962
H -3.6341 6.9021 2.8032
H -4.8466 5.1718 4.0682
H -4.4501 2.7832 3.5975
C -0.3805 -1.8221 -4.7110
C -0.5578 -3.1295 -3.9587
C 0.0739 -4.2612 -4.7513
C -2.0414 -3.3713 -3.7308
Sb 0.3580 -2.9343 -1.8435
C -0.2379 -4.9344 -0.7814
C -1.6259 -4.6977 -0.2137
C -0.2556 -6.1096 -1.7361
C 0.7504 -5.1904 0.3426
C 2.6476 -3.1381 -2.0964
C 3.0566 -2.1263 -3.1467
C 3.2530 -2.7592 -0.7559
C 3.0536 -4.5387 -2.5110
H -1.0490 -1.8131 -5.5742
H 0.6367 -1.7089 -5.0780
H -0.6224 -0.9718 -4.0816
H -0.4482 -4.3579 -5.7071
H 0.0093 -5.2160 -4.2374
H 1.1195 -4.0463 -4.9659
H -2.5766 -3.3060 -4.6813
H -2.4448 -2.6134 -3.0594
H -2.2323 -4.3556 -3.3059
H -2.3464 -4.5082 -1.0047
H -1.6443 -3.8457 0.4620
H -1.9540 -5.5782 0.3402
H -1.0478 -6.0015 -2.4693
H -0.4471 -7.0256 -1.1754
H 0.6909 -6.2294 -2.2538
H 0.8752 -4.3142 0.9754
H 1.7231 -5.4887 -0.0403
H 0.3881 -6.0027 0.9759
H 2.6469 -1.1523 -2.8975
H 2.7089 -2.4201 -4.1357
H 4.1440 -2.0398 -3.1839
H 2.8582 -1.8038 -0.4151
H 4.3367 -2.6617 -0.8451
H 3.0521 -3.5159 -0.0010
H 2.6346 -4.8053 -3.4765
H 2.7460 -5.2850 -1.7862
H 4.1403 -4.5898 -2.5906
F 3.9969 -0.2410 5.2937
C 2.9086 -0.5890 4.5695
C 3.0635 -1.4868 3.5210
C 1.9736 -1.8104 2.7552
C 0.6929 -1.2680 3.0235
C -0.4106 -1.5651 2.2038
C 0.5819 -0.3795 4.1238
C 1.6734 -0.0345 4.8813
H 4.0397 -1.8992 3.3156
H 2.0842 -2.4764 1.9158
H -1.4066 -1.4015 2.6016
H -0.3164 -2.3971 1.5223
H -0.3833 0.0610 4.3346
H 1.5930 0.6771 5.6902
O 2.0441 3.3160 -0.0220
S 1.0599 3.2233 -1.0640
O 0.0667 4.2574 -1.1151
N 0.3491 1.7404 -1.0963
C 0.8083 0.9913 -2.0819
O 0.5319 -0.2140 -2.1804
C 1.6821 1.7271 -3.0429
C 2.2675 1.2659 -4.2134
C 3.1103 2.1139 -4.9163
C 3.3823 3.3920 -4.4504
C 2.7921 3.8592 -3.2810
C 1.9321 3.0194 -2.6153
H 2.0761 0.2673 -4.5674
H 3.5716 1.7578 -5.8271
H 4.0596 4.0284 -4.9978
H 3.0089 4.8392 -2.8872

Results
- E_HOMO (spin up / spin down): -0.2470 / -0.2467 Ha
- Expectation value of S²: 1.057
- Charge: 0
- 2S+1: 2
- DFT total energy: -172629.0043 eV
- Gap between HOMO and LUMO (spin up / spin down): 4.39 / 4.84 eV

***

Number 1 is which compound? C44H50O16

***

Look up the charge of the second one. 0